No. 1
{"formula": "C39H64ClF9NO14S7", "method": "the ωB97M-V functional and the def2-TZVPD basis", "elements": ["O", "O", "H", "H", "C", "H", "H", "C", "H", "F", "H", "C", "H", "S", "F", "S", "H", "C", "H", "H", "C", "H", "C", "F", "C", "C", "O", "C", "C", "O", "F", "C", "C", "N", "H", "C", "C", "O", "H", "H", "C", "H", "H", "H", "C", "C", "H", "C", "C", "H", "H", "H", "F", "H", "H", "O", "O", "H", "H", "C", "H", "C", "C", "H", "H", "C", "S", "S", "H", "H", "S", "H", "H", "H", "C", "C", "O", "O", "H", "O", "H", "F", "H", "O", "H", "H", "H", "O", "H", "H", "C", "C", "H", "C", "C", "H", "H", "H", "H", "C", "C", "H", "H", "H", "H", "H", "C", "Cl", "C", "C", "H", "H", "C", "H", "O", "S", "H", "H", "C", "O", "S", "H", "H", "C", "F", "F", "C", "C", "H", "F", "H", "H", "H", "H", "H"], "coordinates": [[-2.749, 10.046, -9.988], [-1.989, 0.478, 4.426], [1.278, -2.449, -0.820], [-2.858, 12.614, -7.636], [1.408, -4.334, -1.870], [8.905, -0.803, -1.444], [-2.425, 9.115, -6.764], [-2.511, 2.323, -1.096], [-4.869, 2.727, -2.467], [-7.639, 7.094, -2.933], [5.764, 2.271, 1.267], [0.491, -3.957, 9.681], [-2.373, 2.127, -2.224], [-1.194, -7.317, -3.724], [-6.721, 6.903, -0.857], [-0.039, -5.014, 8.337], [1.017, -7.909, -5.568], [-2.723, 2.834, 1.939], [6.704, 0.254, -1.618], [0.365, -2.334, 7.145], [-4.220, 10.354, -6.733], [-0.831, -7.186, 8.927], [8.411, -0.870, -2.419], [-8.204, 4.655, -1.834], [-1.290, 2.296, -0.111], [0.638, -4.091, 0.426], [1.122, -5.673, 7.786], [4.455, -0.755, 2.226], [0.063, -8.419, -5.737], [1.914, -0.021, 2.116], [-5.125, 8.334, -2.614], [8.516, -2.299, -2.955], [-5.133, 6.895, -2.706], [-1.449, 2.563, 1.304], [-3.761, 10.828, -5.859], [-5.996, 4.113, -0.964], [-6.799, 4.839, -2.140], [-2.583, -7.381, -3.330], [-3.586, 12.535, -9.269], [8.077, -3.583, -1.248], [-0.123, -4.544, 10.953], [0.516, -8.673, -2.809], [-1.072, -9.489, -2.749], [-0.300, -3.110, -1.274], [0.697, -3.373, -0.915], [1.166, -0.592, 6.098], [-5.054, 3.135, 1.512], [-3.919, 2.650, -0.462], [-0.929, -6.185, 9.346], [-2.035, -7.875, -5.857], [8.886, -0.150, -3.088], [-5.312, 10.986, -8.487], [-4.059, 6.449, -1.896], [3.581, 2.669, 2.737], [1.687, -3.843, -2.805], [6.348, -1.989, -0.115], [-0.985, -4.296, 7.510], [-5.902, 1.830, -1.146], [1.582, -3.977, 9.716], [7.573, -3.171, -2.124], [-5.058, 9.752, -6.375], [0.124, -1.696, 6.292], [-4.678, 11.434, -7.716], [0.099, -2.333, 5.403], [2.119, -0.992, 5.750], [3.799, 1.822, 2.086], [2.252, -4.829, 0.602], [-1.139, 0.538, 5.600], [-1.432, -0.801, 7.529], [0.504, -4.338, 11.824], [3.146, 0.321, 2.797], [0.736, -5.162, -2.120], [8.206, -2.317, -4.005], [0.568, -0.053, 4.083], [0.562, 0.374, 5.088], [-0.300, -6.047, 10.726], [-1.226, 1.615, 6.561], [3.125, -3.872, 1.245], [-5.236, 4.798, -0.425], [2.097, -6.181, 1.090], [-1.979, -5.883, 9.360], [-4.102, 5.279, -4.290], [-0.959, -10.170, -5.000], [5.035, -2.434, -2.234], [6.421, -0.252, 1.442], [9.541, -2.673, -2.910], [-0.923, -6.503, 11.498], [-0.319, -6.246, -3.296], [3.514, -4.240, -1.311], [0.770, -10.178, -4.653], [-5.250, 2.753, -1.392], [6.920, -0.594, -2.268], [-6.758, 3.824, -0.142], [-6.587, 6.432, -2.218], [-3.405, 11.987, -8.344], [-3.656, 8.653, -7.975], [0.677, -6.541, 10.744], [4.960, -1.167, 3.102], [-1.100, -4.086, 11.137], [-1.233, -1.018, 6.478], [2.642, -4.874, -1.142], [2.865, -5.900, -1.437], [5.087, 0.102, 0.347], [3.324, 1.964, 1.112], [-2.838, 3.055, 3.066], [4.026, -1.562, 1.630], [-4.010, 2.893, 1.086], [-0.059, 2.567, 2.340], [-4.773, 6.549, -4.231], [5.289, 1.549, 1.935], [-0.928, -6.472, -5.941], [0.143, -2.939, 9.499], [-3.185, 9.488, -7.452], [-0.098, -4.899, 0.408], [3.229, 0.424, 4.236], [-2.412, 10.542, -8.675], [-0.239, 2.092, -0.534], [5.783, 1.614, 2.910], [5.397, 0.120, 1.397], [-1.049, 10.812, -8.278], [6.265, -2.092, -1.554], [-2.044, -1.619, 6.063], [7.143, -3.978, -2.718], [-1.092, -7.455, -5.500], [-5.848, 6.630, -5.131], [-6.631, 4.203, -3.428], [-0.404, -8.880, -3.359], [-0.113, -9.538, -4.709], [-5.253, 12.218, -7.218], [-3.779, 7.505, -4.633], [1.342, -0.079, 7.050], [0.441, -3.422, 1.263], [1.046, 1.350, 5.084], [6.446, -0.453, -3.242], [0.061, -8.803, -6.759]], "forces_ev_per_a": [[0.27, 0.05, 0.24], [-0.29, 0.58, -0.04], [-0.06, -0.03, 0.08], [0.03, -0.08, -0.09], [-0.24, -0.16, -0.08], [-0.05, 0.04, -0.07], [0.04, 0.01, -0.24], [-0.38, 0.84, 4.66], [-0.86, 0.09, 1.43], [3.13, -1.92, 1.43], [-0.06, -0.02, 0.09], [0.19, 0.39, 0.42], [-0.14, 0.36, 2.20], [-0.50, -0.36, -0.17], [0.49, -1.17, -2.93], [-0.18, -0.25, -0.02], [-0.09, -0.01, -0.05], [-2.33, 0.04, -2.97], [-0.12, -0.13, 0.01], [-0.11, 0.13, -0.24], [-0.11, 0.06, 0.22], [0.02, 0.16, -0.15], [0.18, 0.02, 0.08], [2.92, 0.56, -0.79], [-3.13, 0.45, -0.99], [-0.44, 0.32, -0.03], [-0.30, 0.30, -0.14], [0.31, -0.39, -0.31], [0.18, -0.03, -0.04], [-0.25, 0.18, 0.41], [-0.17, -3.44, -0.19], [0.13, 0.02, -0.22], [0.66, 2.51, 0.03], [-2.56, 0.05, -1.39], [-0.04, -0.03, -0.08], [0.15, -0.40, 0.64], [-2.24, -1.19, -0.13], [0.40, 0.38, 0.14], [0.18, -0.11, 0.00], [-0.17, 0.08, 0.00], [-0.12, 0.05, 0.23], [-0.14, 0.10, -0.01], [0.03, 0.25, 0.05], [0.06, -0.05, 0.04], [0.12, 0.20, -0.11], [0.01, -0.11, 0.22], [2.20, -0.49, -0.38], [2.45, -0.38, 1.40], [-0.20, -0.33, 0.31], [0.03, 0.08, 0.12], [-0.05, -0.05, 0.09], [0.05, 0.08, 0.04], [-2.65, 0.56, -1.58], [-0.12, -0.11, 0.03], [0.02, -0.06, 0.08], [-0.23, -0.33, -0.43], [0.30, -0.19, -0.11], [1.07, 1.53, -0.65], [-0.10, -0.05, -0.14], [0.41, -0.38, -0.19], [0.09, 0.04, -0.02], [0.27, -0.02, -0.07], [-0.18, -0.04, -0.03], [0.00, 0.01, 0.13], [-0.15, 0.13, 0.03], [0.13, 0.51, -0.09], [-0.23, -0.36, -0.15], [0.58, -0.44, 0.22], [-0.04, 0.13, -0.14], [-0.07, 0.01, -0.10], [0.79, -0.35, -0.53], [0.33, 0.44, 0.20], [0.03, 0.01, 0.10], [-0.07, 0.05, 0.11], [0.18, -0.03, -0.02], [0.14, -0.06, 0.11], [-0.35, 0.13, -0.39], [0.00, -0.19, 0.16], [-1.33, -0.81, -1.33], [0.30, 0.38, 0.20], [0.10, 0.01, -0.08], [-2.22, 3.05, -0.02], [0.08, 0.07, 0.03], [-0.01, 0.06, 0.49], [-0.22, 0.03, -0.02], [-0.13, 0.02, -0.01], [0.07, 0.03, -0.09], [-0.52, -0.24, -0.17], [-0.05, -0.04, 0.16], [-0.11, 0.06, 0.02], [1.47, -0.12, 1.13], [0.21, 0.41, -0.16], [1.00, 0.73, -1.59], [-1.50, 1.01, 1.51], [-0.35, 0.35, 0.08], [0.12, 0.11, -0.07], [-0.11, 0.00, -0.02], [-0.18, 0.07, 0.00], [0.09, -0.05, -0.02], [-0.20, -0.57, 0.23], [0.25, 0.10, -0.56], [0.04, 0.07, 0.22], [0.01, -0.01, 0.15], [-0.01, -0.06, 0.08], [0.93, -0.65, -2.02], [-0.06, -0.01, 0.23], [3.40, -0.75, -2.14], [-0.90, -0.08, -0.86], [2.14, 0.29, -1.73], [0.15, -0.03, 0.10], [-0.10, 0.01, 0.17], [0.09, -0.11, -0.14], [-0.24, -0.40, 0.45], [0.13, 0.01, 0.03], [-0.22, 0.11, -0.23], [0.28, 0.22, -0.06], [-1.80, 0.37, 1.21], [-0.07, 0.07, -0.07], [0.09, 0.36, 0.02], [-0.22, -0.22, -0.34], [0.03, -0.14, -0.24], [-0.02, 0.19, 0.08], [-0.11, 0.07, 0.21], [0.14, 0.01, -0.49], [2.88, -0.51, 2.57], [0.01, 1.75, 2.87], [0.28, -0.50, 0.17], [-0.01, -0.21, -0.14], [0.05, -0.07, -0.07], [-2.67, -2.47, 0.82], [0.02, 0.02, -0.09], [0.14, -0.15, 0.07], [-0.18, -0.01, 0.03], [-0.03, -0.05, 0.11], [0.01, 0.06, 0.09]], "energy_ha": -6778.33317, "e_homo_ev": -11.36, "lumo_ev": -4.47, "charge": 1}


No. 2
{"formula": "C39H64N3RbSSbSe", "method": "the ωB97M-V functional and the def2-TZVPD basis", "elements": ["H", "H", "C", "C", "H", "H", "C", "C", "Rb", "Sb", "H", "C", "C", "C", "H", "H", "C", "H", "H", "H", "H", "C", "C", "H", "C", "C", "H", "C", "H", "C", "H", "C", "H", "H", "N", "C", "N", "C", "C", "H", "H", "H", "H", "C", "H", "H", "H", "C", "H", "C", "H", "C", "C", "H", "H", "N", "H", "C", "H", "H", "H", "H", "H", "H", "H", "S", "C", "H", "H", "C", "H", "H", "H", "H", "H", "C", "H", "H", "H", "H", "H", "C", "H", "H", "C", "C", "H", "H", "C", "C", "C", "H", "H", "H", "C", "C", "H", "C", "C", "H", "C", "H", "H", "Se", "H", "H", "H", "C", "H", "H"], "coordinates": [[-2.033, 1.270, 5.624], [0.146, 2.157, 5.559], [-2.785, 0.655, -0.241], [-0.590, 3.107, 0.051], [-0.483, 6.074, -2.824], [3.265, 3.239, 1.550], [4.830, 0.300, -3.305], [0.744, 2.974, 0.558], [0.011, 0.191, 0.945], [-0.785, -3.055, -0.561], [7.356, -1.467, -1.963], [-2.527, -4.384, -0.753], [5.742, -2.185, 0.048], [6.361, -1.046, -2.085], [3.993, 3.797, 0.032], [1.190, -6.517, -1.714], [7.156, 0.027, -4.228], [6.848, -0.350, -5.207], [-5.964, -0.398, 0.615], [-4.461, -0.587, 1.531], [-3.317, -3.906, -0.169], [-4.894, 0.924, -1.544], [-3.739, 2.061, 1.584], [1.960, 0.257, -3.426], [-1.818, 0.626, 4.752], [-0.676, 3.927, -1.117], [-3.831, 3.082, 1.969], [-4.169, 0.061, -0.510], [5.516, -1.663, 0.980], [0.401, 1.680, 4.599], [-3.067, 2.927, -1.677], [-5.843, 2.329, 0.284], [0.797, -3.487, 4.434], [-5.525, 2.976, -1.750], [-1.540, 2.483, 0.759], [3.235, 3.141, 0.462], [1.526, -0.275, 3.674], [6.099, -0.246, -3.188], [0.443, 4.451, -1.746], [1.146, -0.034, 5.697], [0.834, -3.139, -3.481], [-1.638, 4.197, -1.526], [-3.278, -3.751, -2.689], [-3.623, 2.934, -0.738], [-0.509, -6.278, -1.308], [6.800, -2.458, 0.036], [-1.889, -1.904, -2.753], [1.448, 0.574, 4.844], [-5.888, 0.514, -1.753], [-1.536, -0.780, 5.300], [-5.699, 1.451, 2.252], [-0.842, -2.136, -2.546], [-5.019, 2.352, -1.005], [-0.740, -3.832, -3.909], [0.711, -2.261, 5.684], [-0.768, 1.158, 3.920], [2.159, 0.107, 2.984], [0.688, -2.416, 4.605], [1.068, -4.862, 0.120], [0.850, 2.442, 3.957], [-2.729, 0.573, 4.154], [-4.057, -0.963, -0.890], [3.499, 2.108, 0.214], [-5.960, 3.348, 0.669], [1.600, -4.019, -1.316], [-1.002, -2.008, 4.054], [0.261, 5.292, -2.987], [-2.264, 0.030, 0.491], [1.201, 5.765, -3.275], [-2.859, 2.102, 0.318], [-0.315, -1.189, -2.407], [1.988, -2.121, 2.909], [4.610, 0.950, -4.149], [-6.845, 1.931, 0.087], [2.595, 4.589, -1.771], [2.492, 0.719, -2.588], [2.410, 1.033, 5.109], [-2.275, -5.312, -0.235], [5.136, -3.093, 0.056], [-2.451, -1.173, 5.744], [-0.223, -2.303, -4.614], [1.723, 4.205, -1.254], [0.172, -5.516, -2.747], [1.869, 0.643, -1.701], [5.390, -1.322, -1.128], [1.825, -1.673, 3.891], [-3.707, 3.970, -0.395], [7.340, 1.099, -4.334], [0.378, -5.785, -1.711], [4.096, -0.785, -1.278], [1.865, 3.463, -0.080], [-0.079, 4.676, -3.824], [2.627, 1.778, -2.818], [-3.207, 1.471, 2.334], [0.758, -4.561, -0.883], [-5.121, 1.466, 1.321], [-2.280, -5.205, -2.755], [3.826, 0.054, -2.372], [-4.974, 0.037, 0.791], [0.863, 2.431, 1.493], [-0.209, -2.903, -3.700], [-2.198, 0.667, -1.169], [-3.931, -5.293, -2.142], [2.740, -1.231, -0.004], [-1.132, 1.831, 3.255], [-0.774, -0.757, 6.077], [8.098, -0.455, -3.964], [-3.028, -4.675, -2.165], [2.742, -1.837, 4.482], [-4.333, 0.924, -2.484]], "forces_ev_per_a": [[-0.06, 0.00, -0.02], [0.05, 0.07, -0.02], [-0.28, 0.05, 0.01], [0.04, 0.19, 0.07], [-0.01, 0.00, -0.02], [0.01, 0.00, 0.00], [0.01, 0.01, 0.03], [0.13, 0.21, -0.06], [0.50, -0.72, 0.45], [0.04, -0.31, -0.28], [-0.01, -0.01, 0.01], [0.14, 0.19, -0.06], [-0.02, 0.00, 0.01], [0.02, 0.01, 0.00], [0.01, 0.00, 0.02], [-0.01, -0.01, -0.01], [-0.06, 0.00, 0.04], [0.03, 0.01, -0.01], [0.02, -0.04, 0.00], [-0.03, -0.01, 0.01], [0.01, -0.02, 0.02], [0.05, 0.02, 0.01], [-0.04, -0.03, -0.12], [-0.03, -0.02, 0.03], [0.13, -0.22, 0.00], [-0.15, -0.06, -0.10], [0.06, 0.00, 0.04], [0.00, -0.11, -0.10], [0.00, -0.04, 0.03], [0.07, -0.29, -0.04], [-0.02, 0.03, 0.00], [0.05, -0.01, 0.00], [0.07, -0.01, 0.05], [0.00, 0.00, 0.01], [-0.16, 0.20, 0.24], [-0.08, -0.03, -0.07], [0.49, -0.07, -0.08], [0.06, 0.02, -0.06], [0.09, -0.05, 0.05], [0.03, -0.01, 0.01], [-0.01, -0.05, -0.03], [0.03, -0.02, 0.02], [0.01, -0.03, -0.05], [0.05, -0.06, 0.04], [0.01, -0.05, -0.05], [-0.01, 0.02, -0.04], [0.00, 0.05, 0.03], [-0.25, 0.10, -0.14], [0.00, -0.01, -0.01], [0.08, -0.11, -0.24], [0.01, 0.00, -0.01], [0.07, -0.10, 0.27], [-0.06, 0.03, -0.03], [0.03, -0.01, 0.00], [0.03, -0.03, 0.01], [-0.28, 0.49, 0.05], [0.19, -0.04, -0.07], [-0.17, 0.12, -0.11], [0.03, 0.04, 0.01], [-0.03, 0.03, 0.00], [0.00, 0.05, -0.01], [-0.03, 0.02, 0.00], [0.04, 0.00, 0.03], [-0.03, -0.01, 0.00], [0.01, 0.03, 0.06], [-0.03, -0.03, 0.07], [0.05, -0.08, 0.07], [-0.59, -0.01, -0.18], [-0.02, 0.02, -0.02], [-0.13, -0.09, -0.06], [-0.05, 0.03, -0.01], [0.05, 0.01, 0.00], [-0.02, 0.00, 0.01], [-0.01, 0.02, -0.01], [0.00, 0.01, 0.02], [0.01, 0.05, -0.01], [-0.01, -0.01, 0.06], [0.03, 0.03, 0.04], [-0.01, -0.01, 0.03], [0.00, 0.06, 0.09], [0.02, -0.01, 0.01], [-0.03, 0.04, -0.07], [-0.02, -0.04, -0.01], [0.00, 0.02, -0.02], [-0.02, 0.10, -0.14], [-0.13, -0.03, 0.02], [0.05, 0.02, -0.03], [0.02, -0.01, -0.01], [0.01, 0.08, 0.09], [-0.07, -0.10, 0.14], [0.07, 0.02, 0.06], [-0.01, 0.03, -0.02], [-0.03, -0.02, -0.03], [0.01, 0.00, 0.01], [-0.23, 0.11, -0.05], [-0.04, 0.01, 0.07], [-0.02, 0.02, -0.02], [0.11, 0.03, -0.05], [0.00, 0.06, 0.00], [0.13, 0.37, 0.04], [0.00, 0.06, 0.02], [0.08, -0.02, 0.07], [0.00, 0.00, -0.03], [0.04, -0.20, 0.10], [-0.07, 0.07, -0.12], [-0.03, 0.00, 0.05], [0.01, 0.01, -0.01], [0.00, 0.00, 0.08], [0.01, -0.05, -0.05], [-0.01, 0.02, 0.00]], "energy_ha": -4752.74435, "e_homo_ev": -3.40, "lumo_ev": 1.95, "charge": -1, "relative_energy_kcal_mol": 14.0}